#a
Below is C3H5BrS as an isolated structure, with properties calculated with ωB97M-V with the def2-TZVPD basis set.

Last column: natural (NBO) charge in e.
Element x y z (Å)
C -0.36962 1.44864 -0.70997  -0.49
C -0.74461 0.39002 -0.04275  -0.07
C 0.34213 -0.91223 0.88170  -0.51
S 1.18805 -1.87647 -0.35057  0.02
Br -2.54116 -0.16888 0.13973  0.05
H -1.11893 2.06043 -1.19453  0.22
H 0.65452 1.75708 -0.79950  0.22
H 1.01836 -0.30950 1.47260  0.22
H -0.33906 -1.51629 1.45491  0.23
H 1.91032 -0.87282 -0.85163  0.12

**Orbital gap**: 9.8 eV

#b
Below is a 2-piece molecular cluster, C3H5BrS overall, with properties calculated with ωB97M-V with the def2-TZVPD basis set.

Last column: natural (NBO) charge in e.
Element x y z (Å)
C -0.58717 -0.30543 -0.19518  -0.32
C 0.02981 -0.82503 1.02013  -0.30
C 0.03071 0.83273 -0.94699  -0.62
S 0.28288 -1.94258 -0.26207  0.22
Br -0.67179 -1.12165 2.71433  0.14
H -1.66992 -0.39162 -0.29132  0.23
H 2.04642 0.39701 1.35246  -0.01
H -0.52415 1.74735 -0.73365  0.22
H -0.00327 0.65199 -2.02120  0.22
H 1.06649 0.95723 -0.63652  0.23

**Orbital gap (alpha / beta)**: 7.7 / 8.9 eV

#c
Below is C3H5BrS as an isolated structure, with properties calculated with ωB97M-V with the def2-TZVPD basis set.

Last column: natural (NBO) charge in e.
Element x y z (Å)
C -0.20757 1.25985 1.12847  -0.47
C 0.50813 -0.86842 -0.80841  -0.70
C -0.84734 -0.81956 -0.40131  -0.15
S 1.31584 1.53069 0.62860  0.10
Br -0.92608 2.48520 2.36682  0.09
H 0.67054 -0.89594 -1.90123  0.24
H 0.88146 0.16791 -0.36429  0.26
H 1.21866 -1.47915 -0.25556  0.24
H -1.56217 -0.29782 -0.98143  0.20
H -1.05146 -1.08276 0.58835  0.21

**Orbital gap (alpha / beta)**: 7.9 / 7.9 eV

Energetically preferred structure: #a | next structure: +54.9 kcal/mol

#a
Below is CH5FP2 as an isolated structure, with properties calculated with ωB97M-V with the def2-TZVPD basis set.

Last column: natural (NBO) charge in e.
Element x y z (Å)
C -0.84568 -0.09582 -1.02391  -0.99
F 0.84211 1.55357 3.04851  -0.60
P 0.36292 0.74025 1.51412  0.65
P -0.15379 -1.56481 -0.08552  0.35
H -0.26457 0.02530 -2.01933  0.25
H -0.69900 0.84902 -0.40837  0.23
H -1.99465 -0.48233 -1.29228  0.26
H 1.11625 -1.56484 -0.64767  -0.06
H 1.63640 0.53966 0.91445  -0.08

**Orbital gap (alpha / beta)**: 7.3 / 7.3 eV

#b
Below is a 2-piece molecular cluster, CH5FP2 overall, with properties calculated with ωB97M-V with the def2-TZVPD basis set.

Last column: natural (NBO) charge in e.
Element x y z (Å)
C 0.02585 0.46855 0.18627  -0.31
F -0.28708 1.60602 0.95628  -0.42
P -0.74296 -1.09555 1.01217  0.31
P -0.29246 1.07867 -1.48014  0.37
H 1.61694 0.50032 0.64709  0.13
H 0.10520 -0.98798 2.02636  -0.03
H 0.18502 -1.98997 0.22710  0.00
H -1.27494 0.11182 -1.46058  -0.04
H 0.66443 0.30813 -2.11457  -0.02

**Orbital gap**: 9.8 eV

Energetically preferred structure: #a | next structure: +28.5 kcal/mol

#a
Below is a 2-piece molecular cluster, C4H14Si2 overall, with properties calculated with ωB97M-V with the def2-TZVPD basis set.

Last column: natural (NBO) charge in e.
Element x y z (Å)
C 2.47584 0.34768 -0.49517  -0.61
C -1.35431 2.24779 -0.15931  -1.02
C 2.19594 -1.11686 -0.00156  -0.48
C 1.28539 -1.20846 1.20756  -0.30
Si -2.86709 -1.09456 -0.38499  0.36
Si -1.46275 0.45369 0.63628  0.56
H 3.27822 0.42529 -1.37585  0.22
H 1.50529 0.89567 -0.69429  0.22
H 2.84195 0.78954 0.42480  0.20
H -0.86137 2.25790 -1.06582  0.23
H -2.29392 2.50339 -0.43125  0.23
H -0.84644 2.88143 0.52810  0.24
H 1.73109 -1.61829 -0.77327  0.20
H 2.99508 -1.69538 0.43855  0.22
H 1.48828 -0.48102 2.06782  0.19
H 0.93562 -2.15276 1.39866  0.17
H -3.41263 -2.41959 0.09507  -0.11
H -3.94888 -0.58738 -1.13901  -0.15
H -1.90922 -1.45526 -1.29470  -0.18
H -2.05834 0.55206 2.10343  -0.17

**Orbital gap (alpha / beta)**: 7.9 / 7.6 eV

#b
Below is a 2-piece molecular cluster, C4H14Si2 overall, with properties calculated with ωB97M-V with the def2-TZVPD basis set.

Last column: natural (NBO) charge in e.
Element x y z (Å)
C -2.52673 -1.52954 1.70840  -0.61
C 2.83634 3.16782 -1.41423  -1.19
C -1.42760 -0.51775 1.41765  -0.39
C -0.74460 -0.78198 0.07713  -0.83
Si 0.23239 -2.40977 -0.01423  0.86
Si 1.24750 3.51042 -2.42929  0.78
H -3.05016 -1.27851 2.62799  0.21
H -3.24778 -1.54661 0.89430  0.20
H -2.10733 -2.52874 1.81360  0.20
H 3.46121 2.41180 -1.89186  0.24
H 3.43879 4.07257 -1.31676  0.25
H 2.61744 2.81820 -0.40640  0.23
H -1.85891 0.48692 1.41075  0.20
H -0.68543 -0.54985 2.21789  0.20
H -0.07491 0.05198 -0.14137  0.23
H -1.50468 -0.77105 -0.70607  0.23
H 0.91053 -2.64870 1.26375  -0.17
H -0.65816 -3.53484 -0.30786  -0.17
H 1.22875 -2.29884 -1.08254  -0.17
H 1.91336 3.87647 -3.72086  -0.30

**Orbital gap**: 7.7 eV

Energetically preferred structure: #b | next structure: +63.1 kcal/mol

#a
Below is C5H9N3O as an isolated structure, with properties calculated with ωB97M-V with the def2-TZVPD basis set.

Last column: natural (NBO) charge in e.
Element x y z (Å)
C 0.12682 -0.12695 1.86423  -0.68
C -1.06643 1.65652 -0.53571  0.64
C -0.08142 0.03140 -0.76328  0.16
C 0.06484 -0.42016 0.42110  0.11
N -1.26646 2.40015 0.57221  -0.84
N 0.01419 -0.33352 -2.06155  -0.83
C 1.66716 -2.44228 -0.38206  -0.09
N 0.60595 -2.13013 0.22883  -0.46
O -1.36421 2.09235 -1.63767  -0.65
H -1.72254 3.30175 0.47832  0.41
H -1.03689 2.10668 1.50351  0.40
H -0.10164 0.43811 -2.71410  0.42
H -0.55188 -1.14755 -2.28025  0.39
H 0.57663 -0.97719 2.38388  0.26
H -0.87533 0.02200 2.27493  0.22
H 0.74582 0.75325 2.05799  0.23
H 2.20336 -1.75075 -1.06229  0.15
H 2.06205 -3.47366 -0.34809  0.17

**Orbital gap**: 8.9 eV

#b
Below is C5H9N3O in the gas phase, with properties calculated with ωB97M-V with the def2-TZVPD basis set.

Last column: natural (NBO) charge in e.
Element x y z (Å)
C 2.37459 -0.74462 0.04895  -0.64
C -0.57522 -1.01107 0.07485  0.69
C 0.70296 1.14239 -0.14573  0.38
C 1.06570 -0.07134 -0.07657  -0.11
N -0.75716 -1.08406 1.50498  -0.89
N 0.49857 2.40108 0.16424  -0.78
C -2.23987 0.10249 -1.32361  -0.04
N -1.35303 0.24063 -0.44197  -0.50
O -0.71299 -2.07228 -0.56840  -0.72
H -0.97990 -0.18820 1.92766  0.37
H -1.32998 -1.88391 1.73897  0.40
H 0.57083 3.11591 -0.54946  0.39
H -0.15453 2.73731 0.86167  0.41
H 2.53741 -1.03386 1.08889  0.24
H 2.37649 -1.63058 -0.58840  0.24
H 3.20734 -0.10907 -0.25373  0.22
H -2.55578 -0.88833 -1.65945  0.18
H -2.67544 0.97750 -1.80289  0.16

**Orbital gap**: 8.7 eV

#c
Below is C5H9N3O as an isolated structure, with properties calculated with ωB97M-V with the def2-TZVPD basis set.

Last column: natural (NBO) charge in e.
Element x y z (Å)
C 0.75870 -1.62002 0.93186  -0.27
C -1.33715 0.65150 -1.27254  -0.69
N -0.49615 -1.05283 0.32077  -0.52
C -0.26318 -0.38824 -1.04461  0.60
C 0.37186 -0.27837 1.31758  0.42
C 1.29009 0.74531 -0.36546  -0.05
N 0.16564 0.41786 2.34970  -0.68
N 1.35597 1.99862 -0.31260  -0.62
O 0.23949 -1.07415 -1.92258  -0.63
H -1.38373 -1.49757 0.56065  0.42
H -0.65113 1.01997 2.29147  0.35
H 0.51945 2.42099 0.10594  0.32
H 1.52834 -1.82690 0.19658  0.25
H 0.57499 -2.40400 1.65890  0.24
H 2.14293 0.19091 -0.78150  0.16
H -2.27767 0.14362 -1.50850  0.23
H -1.48864 1.28977 -0.40156  0.21
H -1.04980 1.26353 -2.12409  0.25

**Orbital gap**: 7.7 eV

Energetically preferred structure: #a | next structure: +13.3 kcal/mol